# 1
The following is a quantum chemistry calculation of a molecular structure, C4H7O3Tb in a non-equilibrium geometry, from the Open Molecules 2025 dataset.

XYZ file:
```
15
Properties=species:S:1:pos:R:3
H 1.7047 1.7281 -0.8156
Tb 1.5756 0.5838 4.3224
O 1.8825 0.1766 1.9841
C 1.8097 0.6104 0.8456
O 2.1075 -0.0590 -0.2011
C 2.0285 0.7327 -1.4113
H 1.3297 0.2364 -2.0885
H 3.0381 0.8505 -1.8065
O -1.0482 0.6006 0.4750
C -1.4155 -0.4640 0.0199
C -2.8322 -0.8442 -0.2193
H -0.6594 -1.2421 -0.2301
H -3.5249 -0.0492 0.0743
H -2.9521 -1.0903 -1.2856
H -3.0438 -1.7703 0.3367
```

Multiplicity = 8
HOMO-LUMO gap (spin up / spin down) = 0.2079 / 0.3339 Ha
LUMO level (spin up / spin down) = -15.9 / -13.0 eV
Charge = +3
HOMO level (spin up / spin down) = -0.791 / -0.811 Ha

Löwdin atomic charges, in units of e: atom 1 (H): 0.15, atom 2 (Tb): 1.99, atom 3 (O): -0.20, atom 4 (C): -0.22, atom 5 (O): 0.02, atom 6 (C): 0.06, atom 7 (H): 0.11, atom 8 (H): 0.12, atom 9 (O): 0.32, atom 10 (C): -0.07, atom 11 (C): 0.08, atom 12 (H): 0.21, atom 13 (H): 0.13, atom 14 (H): 0.15, atom 15 (H): 0.15



# 2
The following is a quantum chemistry calculation of 3 unconnected molecules or ions with the total composition C27H46Br2ClIN3O7P in a non-equilibrium geometry, from the Open Molecules 2025 dataset.

XYZ file:
```
88
Properties=species:S:1:pos:R:3
C 3.8146 -1.8746 -3.1685
C 3.6813 -0.7579 -2.4790
C 2.5793 0.2572 -2.7296
C 3.2688 1.4123 -3.5304
C 4.5972 1.8429 -2.9566
O 5.6454 1.5618 -3.4820
Cl 4.6498 2.8105 -1.4455
O 2.0747 0.6184 -1.4713
C 0.6932 0.8126 -1.2495
C 0.1595 2.0810 -2.0310
I -0.2374 1.8060 -4.1355
C 1.0467 3.3344 -1.8210
C 0.7787 4.5013 -2.7746
C 0.6381 1.3128 0.2482
Br 0.0627 0.0394 1.6168
C 2.0499 1.8158 0.7090
C 2.9794 0.7476 1.2711
Br 1.6444 3.0496 2.2304
C -0.2355 -0.3921 -1.6042
C 0.1141 -1.7251 -0.9062
C -0.8570 -2.4262 -0.2554
C -0.5537 -3.6105 0.3711
C 0.7587 -4.0105 0.2498
C 1.6321 -3.2523 -0.4594
N 1.3749 -2.0911 -1.0503
N -1.6664 -0.1340 -1.7662
C -2.3573 -1.0226 -2.7183
C -3.1237 -0.3356 -3.8633
C -2.7090 -0.7159 -5.2898
N -1.4362 -1.3306 -5.5825
O -3.4670 -0.4770 -6.2061
P -2.5637 0.6109 -0.5570
O -3.8706 -0.3721 -0.2948
O -3.2995 1.9214 -1.2537
H 4.3828 -2.6879 -2.7409
H 3.4224 -2.0233 -4.1655
H 4.3987 -0.5703 -1.6921
H 1.9177 -0.2247 -3.4415
H 3.5211 0.9649 -4.4838
H 2.6037 2.2448 -3.7440
H -0.7911 2.3604 -1.6008
H 0.7673 3.7278 -0.8441
H 2.1047 3.1209 -1.7698
H 1.3754 4.4555 -3.6780
H 1.1069 5.3943 -2.2439
H -0.2788 4.6429 -2.9616
H -0.0058 2.1682 0.3551
H 2.5179 2.4575 -0.0111
H 2.8549 -0.2089 0.7786
H 4.0050 1.0658 1.0784
H 2.8851 0.6625 2.3411
H 0.0623 -0.6558 -2.6216
H -1.8769 -2.0889 -0.2141
H -1.2739 -4.1957 0.9120
H 1.0944 -4.9228 0.7125
H 2.6471 -3.6175 -0.5624
H -3.1012 -1.5817 -2.1500
H -1.6928 -1.7842 -3.1061
H -4.1843 -0.5602 -3.8294
H -3.0535 0.7428 -3.7823
H -1.5492 -2.3347 -5.4519
H -0.7817 -1.0693 -4.8477
H -3.8642 -0.4716 0.6611
H -3.4337 1.7990 -2.2028
C -2.0207 3.4490 5.6945
C -2.0367 4.7892 4.9740
C -2.9936 4.7701 3.7910
O -0.7221 5.1157 4.5294
H -1.6821 2.6565 5.0210
H -1.3274 3.4761 6.5357
H -3.0123 3.1871 6.0678
H -2.3317 5.5752 5.6704
H -2.6848 4.0171 3.0603
H -2.9903 5.7344 3.2820
H -4.0135 4.5468 4.1086
H -0.4495 4.4284 3.9132
C 0.4234 -4.6721 5.1298
C -0.8515 -5.0333 4.3840
C -1.6564 -6.0822 5.1354
O -0.5287 -5.5128 3.0765
H 1.0657 -5.5503 5.2392
H 0.9912 -3.9235 4.5761
H 0.2034 -4.2784 6.1229
H -1.4585 -4.1379 4.2431
H -1.0781 -7.0037 5.2452
H -2.5639 -6.3344 4.5861
H -1.9369 -5.7294 6.1286
H 0.0084 -6.3052 3.1769
```

HOMO-LUMO gap = 0.3334 Ha
SMILES = C=C[C@H](CC(=O)Cl)O[C@]([C@H](I)CC)([C@@H](Br)[C@H](C)Br)[C@@H](c1ccccn1)N(CCC(N)=O)P(O)O.CC(C)O.CC(C)O
LUMO level = 0.1 eV
HOMO level = -0.331 Ha

Löwdin atomic charges, in units of e: atom 1 (C): 0.02, atom 2 (C): -0.14, atom 3 (C): -0.34, atom 4 (C): -0.12, atom 5 (C): -0.73, atom 6 (O): 0.06, atom 7 (Cl): 0.73, atom 8 (O): -0.10, atom 9 (C): -0.41, atom 10 (C): -0.54, atom 11 (I): 1.17, atom 12 (C): -0.30, atom 13 (C): -0.15, atom 14 (C): -0.61, atom 15 (Br): 0.82, atom 16 (C): -0.72, atom 17 (C): -0.19, atom 18 (Br): 0.70, atom 19 (C): -0.27, atom 20 (C): -0.30, atom 21 (C): -0.09, atom 22 (C): -0.04, atom 23 (C): -0.07, atom 24 (C): -0.13, atom 25 (N): 0.16, atom 26 (N): -0.26, atom 27 (C): -0.20, atom 28 (C): -0.12, atom 29 (C): -0.50, atom 30 (N): 0.10, atom 31 (O): 0.08, atom 32 (P): 0.81, atom 33 (O): -0.25, atom 34 (O): -0.25, atom 35 (H): 0.06, atom 36 (H): 0.07, atom 37 (H): 0.12, atom 38 (H): 0.11, atom 39 (H): 0.13, atom 40 (H): 0.06, atom 41 (H): 0.05, atom 42 (H): 0.11, atom 43 (H): 0.04, atom 44 (H): 0.05, atom 45 (H): 0.08, atom 46 (H): 0.06, atom 47 (H): 0.04, atom 48 (H): 0.00, atom 49 (H): 0.06, atom 50 (H): 0.07, atom 51 (H): 0.04, atom 52 (H): 0.09, atom 53 (H): 0.09, atom 54 (H): 0.10, atom 55 (H): 0.10, atom 56 (H): 0.11, atom 57 (H): 0.10, atom 58 (H): 0.11, atom 59 (H): 0.12, atom 60 (H): 0.05, atom 61 (H): 0.10, atom 62 (H): 0.01, atom 63 (H): 0.04, atom 64 (H): 0.03, atom 65 (C): -0.06, atom 66 (C): -0.50, atom 67 (C): -0.06, atom 68 (O): -0.06, atom 69 (H): 0.08, atom 70 (H): 0.08, atom 71 (H): 0.08, atom 72 (H): 0.14, atom 73 (H): 0.08, atom 74 (H): 0.08, atom 75 (H): 0.08, atom 76 (H): 0.03, atom 77 (C): -0.06, atom 78 (C): -0.49, atom 79 (C): -0.06, atom 80 (O): -0.07, atom 81 (H): 0.08, atom 82 (H): 0.08, atom 83 (H): 0.08, atom 84 (H): 0.14, atom 85 (H): 0.08, atom 86 (H): 0.08, atom 87 (H): 0.08, atom 88 (H): 0.09



# 3
The following is a quantum chemistry calculation of C2H5N5 in the gas phase in a non-equilibrium geometry, from the Open Molecules 2025 dataset.

XYZ file:
```
12
Properties=species:S:1:pos:R:3
C 1.5994 -0.8802 0.7903
C -0.1916 0.4922 0.3756
H 2.0538 -0.9304 -0.2918
H 2.5328 -0.7986 1.5179
H 1.0808 -2.0446 0.9378
H -2.4305 0.4619 -1.7605
H -0.0489 -0.4378 -1.3560
N 0.7915 0.2873 1.1433
N -1.1332 1.5560 0.7504
N -1.9413 1.7220 -0.1863
N -1.6046 0.8139 -1.2393
N -0.7083 -0.2417 -0.6813
```

ΔE to the lowest compared entry with this formula, charge and spin = 97.47 kcal/mol
HOMO-LUMO gap = 0.3535 Ha
SMILES = C/N=c1/nn[nH][nH]1
LUMO level = 0.3 eV
HOMO level = -0.342 Ha

Löwdin atomic charges, in units of e: atom 1 (C): -0.20, atom 2 (C): -0.46, atom 3 (H): 0.08, atom 4 (H): 0.09, atom 5 (H): 0.14, atom 6 (H): 0.13, atom 7 (H): 0.08, atom 8 (N): 0.01, atom 9 (N): 0.07, atom 10 (N): 0.01, atom 11 (N): -0.04, atom 12 (N): 0.10



# 4
The following is a quantum chemistry calculation of 2 unconnected molecules or ions with the total composition C4H10O2 in a non-equilibrium geometry, from the Open Molecules 2025 dataset.

XYZ file:
```
16
Properties=species:S:1:pos:R:3
O 1.9376 -1.2873 -0.7098
C 1.1089 -1.3018 0.4209
C 0.6807 0.1302 0.7354
C -2.0948 0.0171 0.3793
C -1.8374 0.5180 -0.8238
O 0.3489 0.6957 -0.5841
H 1.5018 -0.6378 -1.2873
H 0.2288 -1.9528 0.2645
H 1.6745 -1.7292 1.2586
H 1.5125 0.7396 1.0564
H -0.0580 0.1105 1.5724
H -2.3141 0.6599 1.2248
H -2.0945 -1.0550 0.5436
H -1.8809 1.5849 -1.0297
H -1.6332 -0.1042 -1.6885
H 0.4082 1.6602 -0.6593
```

ΔE to the lowest compared entry with this formula, charge and spin = 67.53 kcal/mol
HOMO-LUMO gap = 0.3515 Ha
SMILES = OCCO.C=C
LUMO level = 0.6 eV
HOMO level = -0.328 Ha

Löwdin atomic charges, in units of e: atom 1 (O): -0.07, atom 2 (C): -0.26, atom 3 (C): -0.19, atom 4 (C): -0.12, atom 5 (C): -0.10, atom 6 (O): -0.16, atom 7 (H): 0.07, atom 8 (H): 0.12, atom 9 (H): 0.12, atom 10 (H): 0.11, atom 11 (H): 0.11, atom 12 (H): 0.05, atom 13 (H): 0.05, atom 14 (H): 0.07, atom 15 (H): 0.07, atom 16 (H): 0.11



# 5
The following is a quantum chemistry calculation of H2N2O4S in the gas phase in a non-equilibrium geometry, from the Open Molecules 2025 dataset.

XYZ file:
```
9
Properties=species:S:1:pos:R:3
N 0.3678 -1.2789 1.5299
N -0.8332 0.9817 -1.3928
O -0.1591 -1.1229 2.5957
O 0.2334 -0.1407 0.6517
O 1.5097 1.3617 -1.0266
O 0.9334 -2.2116 1.1106
S 0.6448 0.2576 -0.9838
H -1.5259 0.2857 -1.5689
H -1.1709 1.8672 -0.9159
```

ΔE to the lowest compared entry with this formula, charge and spin = 63.69 kcal/mol
HOMO-LUMO gap = 0.4007 Ha
LUMO level = 0.1 eV
HOMO level = -0.397 Ha

Löwdin atomic charges, in units of e: atom 1 (N): -0.45, atom 2 (N): -0.17, atom 3 (O): 0.13, atom 4 (O): -0.29, atom 5 (O): -0.41, atom 6 (O): 0.14, atom 7 (S): 0.90, atom 8 (H): 0.03, atom 9 (H): 0.11



# 6
The following is a quantum chemistry calculation of a molecular structure, C6H62O24SSi2 in a non-equilibrium geometry, from the Open Molecules 2025 dataset.

XYZ file:
```
95
Properties=species:S:1:pos:R:3
C 6.5335 -1.3854 0.1690
C 5.6371 -0.2783 1.0212
S 4.9894 1.1346 -0.0514
C 3.2460 0.6766 -0.6429
Si 1.8609 1.7838 0.1751
O 0.2728 1.2741 -0.3869
Si -0.8929 1.2204 0.9645
C -2.0833 -0.2479 0.5978
C -1.2280 -1.6747 0.4319
C -2.1493 -2.5981 -0.6036
O -1.1018 -2.2545 1.7809
H 7.0150 -2.1327 0.9651
H 7.4643 -0.8860 -0.3825
H 5.8865 -1.9817 -0.6029
H 4.6986 -0.8265 1.5052
H 6.3694 0.1558 1.8488
H 3.2437 0.7324 -1.8240
H 3.0984 -0.4592 -0.3109
H 1.9516 1.7922 1.6504
H 2.0327 3.2021 -0.2259
H -0.2456 1.1127 2.2722
H -1.7260 2.4459 1.0107
H -2.6042 -0.0439 -0.4533
H -2.8872 -0.4621 1.4215
H -0.1771 -1.5140 -0.0768
H -1.7427 -3.6860 -0.7452
H -2.2435 -1.9893 -1.6238
H -3.2437 -2.5862 -0.1300
H -0.6687 -3.1645 1.7442
O 5.6661 0.7408 -3.2791
H 5.6737 0.7599 -2.3102
H 6.2292 1.4877 -3.5321
O 2.6745 2.7705 3.3469
H 3.5062 3.1072 2.9810
H 2.3884 3.4669 3.9569
O -4.1045 1.8289 2.5119
H -4.8056 1.7708 1.8455
H -4.1208 0.9620 2.9447
O -7.0652 1.1992 1.9308
H -7.5691 0.4029 2.1566
H -7.5827 1.9211 2.3181
O -3.8286 4.8085 1.7512
H -3.8510 3.8653 1.9720
H -3.0684 4.8914 1.1560
O -1.8435 5.4232 3.8725
H -2.5447 5.3652 3.2061
H -1.8598 4.5564 4.3053
O 0.2565 6.4828 6.0363
H -0.4447 6.4247 5.3699
H 0.2402 5.6159 6.4691
O 3.8213 -2.3767 2.3579
H 3.3645 -1.8031 2.9915
H 3.6662 -3.2708 2.6978
O -0.7346 -2.6373 -3.3619
H -0.4797 -2.2229 -4.2000
H -0.5338 -1.9621 -2.6965
O 8.1714 1.5002 -3.7875
H 8.1490 0.5570 -3.5667
H 8.9316 1.5831 -4.3827
O -7.3684 3.3795 -0.3853
H -7.1153 2.9267 0.4332
H -7.0643 4.2900 -0.2526
O -5.5346 4.8915 4.2377
H -5.2797 5.3058 3.3996
H -5.3338 5.5667 4.9031
O -3.1259 -4.6935 1.9096
H -2.6502 -3.8507 1.8591
H -3.1720 -4.8796 2.8594
O -10.3645 2.5751 -0.6734
H -9.5329 2.9119 -1.0394
H -10.6507 3.2716 -0.0634
O 0.3035 -2.9419 -6.4677
H 0.2810 -3.8852 -6.2469
H 1.0636 -2.8590 -7.0629
O 8.8885 -3.4272 -0.2551
H 8.1874 -3.4852 -0.9215
H 8.8722 -4.2940 0.1777
O -2.2110 -1.7987 -6.8669
H -2.8620 -2.3929 -7.2695
H -1.3790 -2.2927 -6.9198
O 0.3758 -0.3957 4.6913
H 0.9091 0.2936 4.2676
H -0.5368 -0.1498 4.4774
O -2.7229 -4.7138 -6.8215
H -3.0716 -5.6075 -6.6849
H -2.4575 -4.4281 -5.9344
O 3.6636 -3.0632 -6.9438
H 3.9167 -3.5160 -6.1253
H 3.9677 -2.1528 -6.8111
O -9.3536 1.4433 1.9555
H -9.3166 1.3214 0.9949
H -10.2818 1.2753 2.1771
O 10.2035 -6.1144 0.4057
H 10.1810 -7.0577 0.6265
H 10.9636 -6.0315 -0.1895
```

HOMO-LUMO gap = 0.3154 Ha
LUMO level = 0.1 eV
HOMO level = -0.313 Ha

Löwdin atomic charges, in units of e: atom 1 (C): -0.19, atom 2 (C): -0.51, atom 3 (S): 0.71, atom 4 (C): -0.59, atom 5 (Si): 0.52, atom 6 (O): -0.47, atom 7 (Si): 0.58, atom 8 (C): -0.26, atom 9 (C): -0.41, atom 10 (C): -0.09, atom 11 (O): -0.13, atom 12 (H): 0.08, atom 13 (H): 0.09, atom 14 (H): 0.08, atom 15 (H): 0.05, atom 16 (H): 0.09, atom 17 (H): 0.06, atom 18 (H): 0.07, atom 19 (H): -0.05, atom 20 (H): -0.03, atom 21 (H): -0.04, atom 22 (H): -0.04, atom 23 (H): 0.11, atom 24 (H): 0.09, atom 25 (H): 0.14, atom 26 (H): 0.10, atom 27 (H): 0.08, atom 28 (H): 0.10, atom 29 (H): 0.12, atom 30 (O): -0.11, atom 31 (H): -0.07, atom 32 (H): 0.01, atom 33 (O): -0.11, atom 34 (H): 0.05, atom 35 (H): 0.05, atom 36 (O): -0.08, atom 37 (H): 0.03, atom 38 (H): 0.05, atom 39 (O): -0.09, atom 40 (H): 0.05, atom 41 (H): 0.04, atom 42 (O): -0.06, atom 43 (H): 0.01, atom 44 (H): 0.06, atom 45 (O): -0.06, atom 46 (H): 0.00, atom 47 (H): 0.05, atom 48 (O): -0.07, atom 49 (H): 0.00, atom 50 (H): 0.03, atom 51 (O): -0.07, atom 52 (H): 0.05, atom 53 (H): 0.05, atom 54 (O): -0.08, atom 55 (H): 0.02, atom 56 (H): 0.02, atom 57 (O): -0.07, atom 58 (H): 0.05, atom 59 (H): 0.05, atom 60 (O): -0.05, atom 61 (H): 0.01, atom 62 (H): 0.05, atom 63 (O): -0.07, atom 64 (H): 0.01, atom 65 (H): 0.04, atom 66 (O): -0.07, atom 67 (H): -0.01, atom 68 (H): 0.04, atom 69 (O): -0.07, atom 70 (H): 0.02, atom 71 (H): 0.05, atom 72 (O): -0.05, atom 73 (H): 0.06, atom 74 (H): 0.05, atom 75 (O): -0.08, atom 76 (H): 0.03, atom 77 (H): 0.01, atom 78 (O): -0.08, atom 79 (H): 0.02, atom 80 (H): -0.03, atom 81 (O): -0.08, atom 82 (H): 0.01, atom 83 (H): 0.03, atom 84 (O): -0.06, atom 85 (H): 0.05, atom 86 (H): 0.04, atom 87 (O): -0.06, atom 88 (H): 0.04, atom 89 (H): 0.05, atom 90 (O): -0.08, atom 91 (H): 0.05, atom 92 (H): 0.07, atom 93 (O): -0.06, atom 94 (H): 0.05, atom 95 (H): 0.05



> Which formula does entry 6 have?

C6H62O24SSi2